Below is a cluster of 2 separate species, C4H8N3 in total at a distorted geometry, with properties calculated with ωB97M-V/def2-TZVPD.

Summary:
2S+1: 1
Charge: +1

Each line ends with the natural charge from an NBO analysis.
CARTESIAN COORDINATES (ANGSTROEM)
C 1.898 0.447 1.222  0.0679
C 1.884 0.209 -0.833  -0.2517
C 0.964 -0.073 0.370  -0.4243
C -3.553 -0.044 0.399  -0.0857
N -1.924 -0.839 -1.201  -0.0924
N -2.775 -0.377 -0.518  0.1523
N 2.772 0.754 0.300  -0.5709
H -1.535 -1.728 -1.325  0.4431
H 2.019 0.476 2.297  0.2166
H 2.469 -0.631 -1.434  0.2142
H 1.800 1.086 -1.461  0.2177
H -4.594 0.015 0.190  0.2792
H -3.202 0.549 1.213  0.2873
H 0.044 -0.533 0.370  0.1541
H 3.733 0.689 0.411  0.3926

***

Below is the ion C4H8N3 with charge +1 at a distorted geometry, with properties calculated with ωB97M-V/def2-TZVPD.

Summary:
2S+1: 1
Charge: +1

Each line ends with the natural charge from an NBO analysis.
CARTESIAN COORDINATES (ANGSTROEM)
C -1.971 2.543 -0.287  0.3987
N -0.956 2.045 -0.652  -0.0600
N -0.051 0.979 -0.403  -0.4119
C -0.137 -0.175 0.307  0.4068
C -1.215 -0.389 1.243  -0.6873
N 0.808 -0.997 0.070  -0.3552
C 1.871 -0.915 -0.900  -0.4381
H -2.738 3.319 -0.217  0.3109
H 0.588 0.899 -1.297  0.4373
H -1.154 -1.408 1.467  0.2805
H -1.170 0.193 2.130  0.2516
H -2.094 -0.372 0.711  0.2287
H 1.618 -0.268 -1.782  0.1456
H 1.759 -1.917 -1.267  0.2486
H 2.813 -0.798 -0.478  0.2439

***

Below is the ion C4H8N3 with charge +1 at a distorted geometry, with properties calculated with ωB97M-V/def2-TZVPD.

Summary:
2S+1: 1
Charge: +1

Each line ends with the natural charge from an NBO analysis.
CARTESIAN COORDINATES (ANGSTROEM)
C 1.737 -0.472 0.635  -0.4056
N 0.614 -0.522 -0.426  -0.2411
C -0.196 0.792 -0.444  -0.0965
N -1.275 0.436 0.411  -0.4143
C -2.606 -0.067 0.096  -0.1939
C -1.473 -0.941 0.121  0.4081
N -0.436 -1.560 -0.303  -0.2737
H 1.273 -0.120 1.496  0.2285
H 2.244 -1.480 0.769  0.2682
H 2.449 0.316 0.196  0.2379
H 1.057 -0.654 -1.352  0.4478
H -0.521 1.225 -1.425  0.2427
H 0.253 1.589 0.152  0.2551
H -3.011 -0.041 -0.879  0.2471
H -3.263 -0.280 1.060  0.2897

***

Below is the ion C4H8N3O with charge +1 at a distorted geometry, with properties calculated with ωB97M-V/def2-TZVPD.

Summary:
2S+1: 1
Charge: +1

Each line ends with the natural charge from an NBO analysis.
CARTESIAN COORDINATES (ANGSTROEM)
N -1.468 0.173 -0.580  -0.6963
C -0.645 0.605 0.633  -0.2293
C 0.727 0.604 0.177  -0.0773
C 1.816 1.357 -0.045  0.0043
N 2.898 0.619 -0.193  -0.4278
C 2.597 -0.654 -0.110  0.1945
N 1.296 -0.766 0.123  -0.0497
O 0.523 -1.917 0.250  -0.5421
H -1.108 0.770 -1.376  0.4618
H -2.456 0.037 -0.389  0.4514
H -1.106 -0.739 -0.952  0.4484
H -0.824 -0.079 1.383  0.2442
H -1.052 1.679 0.867  0.2582
H 1.892 2.493 -0.137  0.2436
H 3.144 -1.482 -0.297  0.2094
H 1.111 -2.588 0.603  0.5066

***

Below is the ion C4H8N3O with charge +1 at a distorted geometry, with properties calculated with ωB97M-V/def2-TZVPD.

Summary:
2S+1: 1
Charge: +1

Each line ends with the natural charge from an NBO analysis.
CARTESIAN COORDINATES (ANGSTROEM)
C 1.307 -2.125 0.242  -0.4593
N 0.446 -1.048 0.641  -0.1074
N -0.793 -1.043 0.401  -0.1578
C -1.720 -0.189 0.209  0.1959
N -1.647 1.156 -0.025  -0.4582
C -0.634 1.908 -0.533  -0.0276
C 0.723 1.661 -0.584  0.2567
O 1.324 0.538 -0.480  -0.5601
H 2.129 -2.230 0.971  0.2413
H 0.838 -3.081 0.040  0.2556
H 1.825 -1.948 -0.673  0.2568
H 1.059 -0.216 0.883  0.4340
H -2.760 -0.529 0.245  0.2369
H -2.502 1.663 0.203  0.4520
H -0.894 2.909 -0.950  0.2471
H 1.299 2.573 -0.590  0.1939

***

Below is a cluster of 2 separate species, C4H8N3O in total at a distorted geometry, with properties calculated with ωB97M-V/def2-TZVPD.

Summary:
2S+1: 1
Charge: +1

Each line ends with the natural charge from an NBO analysis.
CARTESIAN COORDINATES (ANGSTROEM)
C 1.583 -0.049 -0.381  0.1547
C 0.320 0.237 0.182  0.5765
C -2.482 -0.428 0.543  0.1415
C 3.962 -0.417 -0.147  -0.1684
N 2.730 -0.309 -0.241  -0.1935
N 0.046 1.519 0.344  -0.7522
N -2.831 -0.516 -0.736  -0.7196
O -0.563 -0.678 0.349  -0.6068
H -2.528 -1.370 1.199  0.2632
H -2.367 0.528 1.086  0.2082
H 4.299 -1.464 -0.067  0.2213
H 4.652 0.350 0.041  0.2294
H 0.472 2.076 -0.285  0.4063
H -0.961 1.642 0.541  0.3882
H -3.265 -1.384 -1.090  0.4296
H -3.068 0.262 -1.338  0.4216

***

Below is the ion C4H8N3O2 with charge +1 at a distorted geometry, with properties calculated with ωB97M-V/def2-TZVPD.

Summary:
2S+1: 1
Charge: +1

Each line ends with the natural charge from an NBO analysis.
CARTESIAN COORDINATES (ANGSTROEM)
C 3.176 0.248 -0.247  -0.4352
N 1.961 -0.486 -0.104  -0.5820
C 0.273 -0.066 -0.327  0.4616
N -0.718 -0.718 -0.777  -0.3019
C -1.893 -0.076 -0.493  0.1692
C -2.725 -0.690 0.754  -0.6097
O -1.504 1.240 -0.109  -0.2223
N -0.158 1.205 0.086  0.4785
O 0.409 2.043 0.637  -0.0916
H 3.057 1.240 -0.672  0.2274
H 3.913 -0.287 -0.942  0.2349
H 3.624 0.323 0.774  0.2226
H 1.985 -1.492 -0.180  0.4131
H -2.494 -0.088 -1.394  0.2661
H -3.739 -1.205 0.457  0.2722
H -2.055 -1.362 1.255  0.2440
H -3.110 0.171 1.281  0.2531

***

Below is a cluster of 2 separate species, C4H8N3O2 in total at a distorted geometry, with properties calculated with ωB97M-V/def2-TZVPD.

Summary:
2S+1: 1
Charge: +1

Each line ends with the natural charge from an NBO analysis.
CARTESIAN COORDINATES (ANGSTROEM)
C -2.938 -0.471 -0.403  -0.1003
C -2.264 -1.514 0.047  -0.1139
C 0.052 -0.638 0.196  0.8123
C -1.074 1.344 -0.179  0.7068
N -0.922 -1.559 0.494  -0.5729
N -0.019 0.695 0.004  -0.6843
N 3.038 0.565 -0.167  -0.9669
O 1.175 -1.223 0.255  -0.6587
O -1.340 2.577 -0.029  -0.6404
H -3.799 -0.104 -0.894  0.2317
H -2.627 -2.512 0.083  0.2395
H -0.638 -2.440 0.803  0.4332
H 2.439 1.413 -0.194  0.4398
H 3.441 0.246 -1.077  0.4395
H 2.325 -0.372 0.164  0.4814
H 3.798 0.708 0.538  0.4322
H -0.646 3.286 0.359  0.5211

***

Below is the ion C4H8N3O2 with charge +1 at a distorted geometry, with properties calculated with ωB97M-V/def2-TZVPD.

Summary:
2S+1: 1
Charge: +1

Each line ends with the natural charge from an NBO analysis.
CARTESIAN COORDINATES (ANGSTROEM)
H 0.230 1.926 -0.709  0.3698
N 0.388 0.956 -0.801  -0.0998
N 1.374 0.494 -0.211  -0.0243
C 2.483 1.092 0.315  -0.5304
C 1.378 -1.014 -0.063  0.6349
O 2.412 -1.538 0.115  -0.4302
C -0.013 -1.536 -0.219  -0.1338
N -0.986 -0.687 -0.071  0.0249
O -2.177 -0.987 -0.370  -0.2751
C -3.185 -0.103 0.108  -0.2761
H 3.302 0.401 0.272  0.2965
H 2.889 2.078 0.040  0.2774
H 2.468 1.140 1.401  0.2770
H -0.117 -2.551 -0.407  0.2417
H -3.380 0.700 -0.598  0.2050
H -2.945 0.297 1.117  0.2109
H -4.121 -0.668 0.079  0.2317

***

Below is a structure of composition C4H8N3O2S at a distorted geometry, with properties calculated with ωB97M-V/def2-TZVPD.

Summary:
2S+1: 1
Charge: +1

Each line ends with the natural charge from an NBO analysis.
CARTESIAN COORDINATES (ANGSTROEM)
C 0.822 -1.134 -0.577  0.3907
C -0.886 0.760 0.463  0.9997
C 2.321 -1.167 -0.607  -0.5921
C -2.652 1.528 -0.481  -0.2716
N 0.161 -1.427 -1.615  -0.6029
N 0.296 -0.721 0.660  -0.3846
N 1.248 -0.315 1.588  -0.4511
O -0.642 1.683 1.150  -0.5272
O -1.809 0.358 -0.267  -0.4316
S 2.952 -0.155 0.774  0.4038
H 2.563 -2.173 -0.495  0.2557
H 2.634 -0.785 -1.507  0.2772
H -2.259 1.948 -1.384  0.2146
H -2.529 2.272 0.299  0.2320
H -3.620 1.136 -0.640  0.2316
H -0.882 -1.440 -1.555  0.3763
H 0.907 0.609 1.930  0.4572
H 1.376 -0.978 2.264  0.4223

***

Below is the ion C4H8N3S with charge +1 at a distorted geometry, with properties calculated with ωB97M-V/def2-TZVPD.

Summary:
2S+1: 1
Charge: +1

Each line ends with the natural charge from an NBO analysis.
CARTESIAN COORDINATES (ANGSTROEM)
C -1.090 1.100 -1.491  -0.3075
C -0.160 2.110 -1.108  -0.2441
C -1.244 -0.064 -1.088  0.2276
C 0.521 2.082 0.066  -0.3346
N -0.498 -1.239 1.892  -0.6567
N 1.447 -1.055 0.454  -0.6261
N 0.179 -0.512 0.863  -0.2268
S 0.519 1.145 1.460  0.5825
H -1.797 1.161 -2.262  0.3269
H -0.110 2.904 -1.712  0.2420
H -1.674 -1.073 -0.928  0.2703
H 1.181 2.872 0.079  0.2600
H -0.656 -2.254 1.569  0.3770
H -1.445 -0.874 1.939  0.3789
H 1.778 -1.586 1.287  0.3690
H 1.267 -1.658 -0.275  0.3616

***

Below is the ion C4H8N3S with charge +1 at a distorted geometry, with properties calculated with ωB97M-V/def2-TZVPD.

Summary:
2S+1: 1
Charge: +1

Each line ends with the natural charge from an NBO analysis.
CARTESIAN COORDINATES (ANGSTROEM)
C -0.359 0.955 -0.224  -0.2366
C 0.898 1.046 0.637  -0.6232
C -0.947 -1.406 0.173  -0.1063
C 2.228 -0.930 -0.631  -0.1894
N 0.466 -2.042 0.553  0.0531
N 1.450 -1.744 -0.002  0.0273
N -0.620 -0.331 -0.737  -0.6160
S 2.500 0.598 0.053  0.4705
H -1.218 1.097 0.479  0.2222
H -0.446 1.702 -0.984  0.2488
H 1.063 2.106 0.904  0.2826
H 0.948 0.608 1.637  0.2466
H -1.586 -2.053 -0.473  0.2702
H -1.251 -1.082 1.149  0.2419
H 2.952 -1.193 -1.427  0.2960
H -0.492 -0.607 -1.698  0.4124

***

Below is a structure of composition C4H8N3S at a distorted geometry, with properties calculated with ωB97M-V/def2-TZVPD.

Summary:
2S+1: 1
Charge: +1

Each line ends with the natural charge from an NBO analysis.
CARTESIAN COORDINATES (ANGSTROEM)
C 0.944 1.936 0.032  0.1954
C 1.158 -0.238 0.111  0.4059
C 1.610 -2.170 -0.024  -0.3896
C -2.978 0.412 0.044  -0.6875
N -0.266 1.526 -0.079  -0.2157
N -0.157 0.132 -0.031  -0.3405
N 1.848 0.900 0.061  -0.5278
S -1.596 -0.813 0.002  0.4435
H 1.111 2.955 0.066  0.2467
H 1.411 -2.552 0.874  0.2151
H 2.626 -2.181 -0.180  0.2172
H 1.019 -2.511 -0.799  0.2267
H -2.767 1.120 -0.680  0.2378
H -2.945 0.959 0.920  0.2371
H -3.853 -0.324 -0.279  0.2758
H 2.835 0.848 -0.039  0.4598

***

Below is the ion C4H8N3S with charge +1 at a distorted geometry, with properties calculated with ωB97M-V/def2-TZVPD.

Summary:
2S+1: 1
Charge: +1

Each line ends with the natural charge from an NBO analysis.
CARTESIAN COORDINATES (ANGSTROEM)
C -1.036 -0.339 -1.393  0.1785
C -1.562 -0.175 0.899  0.0882
C -1.524 -1.142 -0.340  -0.5582
C 0.888 0.089 -0.278  0.2593
N 0.088 0.286 -1.357  -0.4906
N -0.567 0.458 1.265  -0.3963
N 1.722 1.269 0.152  -0.7646
S 1.910 -1.398 0.064  0.1019
H -1.771 -0.005 -2.114  0.2228
H -2.567 -0.181 1.303  0.2420
H -2.562 -1.568 -0.415  0.2783
H -0.668 -1.771 0.122  0.2678
H 2.695 1.158 0.100  0.4415
H 1.272 1.514 1.087  0.5080
H 1.642 2.079 -0.654  0.4790
H 1.182 -2.248 -0.539  0.1424

***

Below is the ion C4H8N3S2 with charge +1 at a distorted geometry, with properties calculated with ωB97M-V/def2-TZVPD.

Summary:
2S+1: 1
Charge: +1

Each line ends with the natural charge from an NBO analysis.
CARTESIAN COORDINATES (ANGSTROEM)
C 1.371 -1.893 0.504  -0.5876
C 1.687 -0.606 1.233  -0.4667
C 0.740 0.342 0.566  0.2124
N -0.562 0.377 0.704  -0.5332
C -1.157 1.133 -0.294  0.2741
N -2.321 0.514 -1.095  -0.7260
S -1.308 2.958 -0.253  0.3183
N -0.276 1.790 -1.211  -0.6304
S 1.356 1.478 -0.635  0.5538
H 1.488 -1.718 -0.512  0.2077
H 0.320 -2.163 0.616  0.2203
H 1.998 -2.652 0.820  0.2411
H 2.666 -0.089 1.109  0.2398
H 1.424 -0.592 2.383  0.2660
H -3.105 1.214 -0.998  0.4920
H -2.294 -0.476 -0.880  0.4646
H -2.028 0.383 -2.058  0.4540

***

Below is the molecule C4H8N4 at a distorted geometry, with properties calculated with ωB97M-V/def2-TZVPD.

Summary:
2S+1: 1

Each line ends with the natural charge from an NBO analysis.
CARTESIAN COORDINATES (ANGSTROEM)
C 1.561 -0.008 0.417  -0.4080
N 0.218 -0.150 -0.161  -0.4805
C -0.183 -1.547 -0.380  -0.4018
C -0.809 0.812 0.220  0.5780
N -1.651 0.397 1.214  -0.8068
N -1.033 1.695 -0.668  -0.4600
C 0.055 1.362 -1.684  0.3906
N 0.714 1.558 -2.617  -0.4098
H 1.602 -0.501 1.393  0.1732
H 2.302 -0.471 -0.241  0.2177
H 1.824 1.047 0.523  0.2170
H 0.561 -2.057 -0.996  0.2153
H -0.279 -2.070 0.574  0.1817
H -1.146 -1.576 -0.898  0.2152
H -2.500 0.952 1.181  0.3902
H -1.233 0.558 2.125  0.3880

***

We obtain energy above the lowest of the compared OMol25 structures with the same formula, charge and spin values of 819.4, 652.6, 612.0, 417.8, 559.5, 463.3, 794.8, 487.6, 653.1, 188.3, 724.9, 412.2, 360.9, 442.9, 176.8, 222.4 kJ/mol for the records listed above, in that order.